Entry 1:
Computed, not measured: a structure of composition C18H52Fe2O17, with wB97M-V/def2-TZVPD.

## Properties
- multiplicity = 9
- HOMO energy (spin up / spin down) (eV) = -13.7 / -13.7
- <S²> = 20.013
- HOMO-LUMO gap (spin up / spin down) (hartree) = 0.2194 / 0.2144
- total charge = +2

Atoms and positions in Å:
1 Fe -0.8958 1.6997 3.3422
2 Fe -1.8347 -4.9115 -1.2938
3 C 0.1751 0.3880 -0.4820
4 C 0.0213 -0.8695 -1.0919
5 C -0.7219 -1.9640 -0.3725
6 O -0.9109 -3.0771 -0.9559
7 C -1.2558 -1.7548 0.8926
8 C -1.0218 -0.5372 1.5382
9 C -0.2679 0.5924 0.8019
10 O -0.3073 1.7143 1.4075
11 O -1.3103 -0.3050 2.7490
12 O 0.3726 -1.0246 -2.2583
13 H 0.7550 1.1909 -0.9185
14 H -1.7058 -2.5554 1.4643
15 C 3.2032 3.8747 3.0452
16 C 3.2919 2.6278 2.1962
17 O 3.5844 1.4429 2.9991
18 H 2.9681 4.7231 2.3977
19 H 4.1264 4.0448 3.5971
20 H 2.3529 3.8567 3.7316
21 H 4.0705 2.6458 1.4309
22 H 2.3374 2.4783 1.6830
23 H 4.4637 1.5926 3.3632
24 C 1.9133 5.8960 -0.4844
25 C 1.4236 4.4533 -0.4373
26 O 0.6270 4.2982 0.7344
27 H 1.0598 6.5200 -0.2207
28 H 2.2743 6.0981 -1.4900
29 H 2.6920 6.1062 0.2467
30 H 2.2859 3.7740 -0.4265
31 H 0.8599 4.2212 -1.3451
32 H 0.3285 3.3849 0.8163
33 C 5.2088 1.0253 -1.6802
34 C 3.7973 0.7508 -1.2282
35 O 3.1525 0.0915 -2.2995
36 H 5.3051 1.6620 -2.5604
37 H 5.6772 0.0908 -2.0013
38 H 5.8629 1.4612 -0.9223
39 H 3.3058 1.7093 -1.0014
40 H 3.7832 0.1821 -0.2896
41 H 2.2007 0.0635 -2.1605
42 C 0.3557 -4.1393 3.1797
43 C 1.5110 -4.6766 3.9907
44 O 1.4197 -6.0963 4.0750
45 H -0.6251 -4.1673 3.6652
46 H 0.3048 -4.7108 2.2510
47 H 0.4479 -3.0632 3.0047
48 H 1.5934 -4.2507 4.9945
49 H 2.4167 -4.4262 3.4233
50 H 2.2629 -6.4072 4.4191
51 C -4.2627 -0.6492 -0.7940
52 C -4.7822 -0.9922 0.5940
53 O -5.2439 -2.3586 0.5816
54 H -3.5515 -1.4006 -1.1455
55 H -3.7854 0.3316 -0.8324
56 H -5.0860 -0.6344 -1.5106
57 H -5.6322 -0.3723 0.8705
58 H -3.9536 -0.8826 1.2946
59 H -6.2028 -2.4095 0.5844
60 C -1.9058 2.9317 -2.1979
61 C -2.7586 2.1541 -3.1851
62 O -2.1383 2.2068 -4.4568
63 H -1.9816 4.0125 -2.3085
64 H -0.8695 2.6389 -2.3750
65 H -2.1756 2.7198 -1.1603
66 H -3.7790 2.5536 -3.1775
67 H -2.8840 1.1159 -2.8493
68 H -2.6702 1.7237 -5.0981
69 O 1.0489 0.8999 3.7006
70 H 1.1977 0.1510 4.2951
71 H 1.9357 1.0895 3.2865
72 O 2.1720 -3.5841 -2.9918
73 H 1.4769 -3.9005 -3.5771
74 H 1.7575 -2.8775 -2.4817
75 O -2.6097 -4.1508 -3.0517
76 H -2.3915 -3.1935 -3.2318
77 H -3.2642 -4.3916 -3.7217
78 O 0.4247 1.2752 -4.1980
79 H 0.3364 0.4924 -3.6422
80 H -0.4875 1.6309 -4.2982
81 O -1.4993 -1.8092 5.0550
82 H -1.2848 -0.9330 5.3846
83 H -1.6150 -1.6898 4.1015
84 O -3.5313 -4.3140 -0.2664
85 H -4.3004 -4.8596 -0.4920
86 H -3.9144 -3.4956 0.1428
87 O -1.9508 -1.6417 -4.0008
88 H -1.1772 -1.3552 -3.4732
89 H -1.5959 -1.7555 -4.8936

Forces on atoms 1 to 2 (eV/Å):
1.610 -1.423 -1.590
-0.312 2.774 0.025



Entry 2:
Computed, not measured: a structure of composition C18H53N5O8, with wB97M-V/def2-TZVPD.

## Properties
- ΔE to the lowest compared entry with this formula, charge and spin (kJ/mol) = 207.30
- HOMO energy (eV) = -7.6
- HOMO-LUMO gap (hartree) = 0.2949

Atoms and positions in Å:
1 N 1.1633 -0.6087 -0.0177
2 H 1.0033 -1.6247 -0.2337
3 H 0.4893 0.0613 -0.1327
4 H 1.6213 -0.2627 -0.7527
5 H 1.7613 -0.5117 0.7673
6 C 2.9083 -1.6617 -3.1187
7 O 4.1273 -1.8227 -3.1507
8 O 2.4683 -0.8707 -4.2547
9 O 2.0943 -2.0487 -2.2637
10 H 3.1603 -0.6017 -4.8497
11 C -0.5217 -1.0317 3.1163
12 C 0.2563 -2.3157 3.5573
13 C -0.6867 -3.3727 4.1433
14 O -1.2607 -2.8427 5.4393
15 C -2.1027 -3.7457 6.0923
16 N 0.7533 -2.8417 2.2603
17 H -1.4997 -1.1057 2.6653
18 H -0.0117 -0.2447 2.6573
19 H -1.0577 -0.6157 3.9983
20 H 1.1683 -1.9357 3.7913
21 H -0.1377 -4.2767 4.4643
22 H -1.4957 -3.6047 3.2733
23 H -2.9147 -3.9667 5.7033
24 H -2.4277 -3.0137 6.8783
25 H -1.5787 -4.3877 6.6713
26 H 1.4033 -3.5627 2.4553
27 H 0.0083 -3.3117 1.6473
28 C -2.3447 2.1263 1.5203
29 C -2.1717 2.0583 0.0413
30 C -2.7797 3.2863 -0.5897
31 O -1.9017 4.4723 -0.1677
32 C -2.5137 5.6443 -0.5517
33 N -0.7997 1.8853 -0.2137
34 H -3.3397 2.1513 1.7633
35 H -1.8597 3.0763 1.8493
36 H -2.0007 1.0143 1.8663
37 H -2.6897 1.3683 -0.3787
38 H -3.8467 3.5623 -0.2587
39 H -2.7987 3.2643 -1.6917
40 H -3.5657 6.0573 -0.4467
41 H -2.3747 6.1483 -1.6337
42 H -2.1187 6.6463 -0.0967
43 H -0.3097 2.9063 0.3783
44 H -0.6247 1.9943 -1.1917
45 C -2.2267 -1.8197 -0.6777
46 C -2.5417 -3.2607 -0.5367
47 C -2.9537 -3.9497 -1.9087
48 O -4.0347 -3.2887 -2.4617
49 C -5.2227 -3.6267 -1.8787
50 N -1.3727 -3.9947 -0.0467
51 H -1.2917 -1.8517 -1.3297
52 H -2.1557 -1.6947 0.4373
53 H -2.9187 -1.1577 -1.0837
54 H -3.1977 -3.5607 0.2343
55 H -3.1917 -5.0737 -1.5277
56 H -2.0497 -3.9837 -2.6037
57 H -6.0137 -3.0837 -2.4287
58 H -5.2727 -3.3067 -0.7607
59 H -5.4057 -4.6287 -1.8587
60 H -1.4607 -4.9967 -0.4657
61 H -0.5127 -3.8557 -0.3797
62 C 4.9093 1.1763 -0.7557
63 C 4.1923 2.4233 -0.0797
64 C 4.6363 3.7933 -0.6367
65 O 5.9703 3.7523 -0.3007
66 C 6.7783 4.6703 -1.1507
67 N 2.6883 2.2713 -0.1797
68 H 4.6863 0.2533 -0.0337
69 H 6.0543 1.5303 -0.8827
70 H 4.5673 0.9683 -1.8437
71 H 4.4823 2.2113 1.0693
72 H 4.0663 4.4593 -0.1377
73 H 4.5193 3.9143 -1.8177
74 H 7.8163 4.7403 -0.8167
75 H 6.3783 5.6203 -1.1417
76 H 6.7633 4.3043 -2.1947
77 H 2.7253 2.8343 -1.0627
78 H 2.3473 2.9823 0.4423
79 C -0.7037 0.6953 -3.4337
80 O 0.5073 0.5353 -2.7047
81 H -0.6057 0.2393 -4.3787
82 H -0.9977 1.9043 -3.5147
83 H -1.5657 0.1413 -2.8017
84 H 0.9523 0.1823 -3.3717

Forces on atoms 1 to 2 (eV/Å):
0.406 -4.265 1.659
-0.258 1.386 0.206



Entry 3:
Computed, not measured: a cluster of 9 separate species, C18H53O10S2 in total, with wB97M-V/def2-TZVPD.

## Properties
- ΔE to the lowest compared entry with this formula, charge and spin (kJ/mol) = 0.00
- HOMO energy (eV) = -11.9
- HOMO-LUMO gap (hartree) = 0.3248
- total charge = +1

Atoms and positions in Å:
1 C 3.7376 -0.7659 -3.6408
2 C 2.9197 -1.5270 -4.6403
3 O 3.0111 -2.6976 -4.8494
4 O 2.0159 -0.7471 -5.3267
5 C 0.6467 -1.0939 -5.0992
6 C -0.2033 0.1448 -5.2735
7 C -0.1061 1.2081 -4.1678
8 C 0.0671 0.7159 -2.7295
9 C -1.2562 0.2892 -2.0519
10 S -1.2291 -1.3146 -1.1873
11 C -2.2479 -2.5200 -2.0603
12 C -2.1560 -2.5424 -3.5867
13 C -3.5319 -2.7983 -4.2095
14 S -4.6049 -1.3339 -4.0748
15 H 3.2505 -0.8416 -2.6652
16 H 3.8086 0.2843 -3.9125
17 H 4.7227 -1.2164 -3.5527
18 H 0.3374 -1.8602 -5.8157
19 H 0.5417 -1.5462 -4.1061
20 H -1.2382 -0.1579 -5.4514
21 H 0.1258 0.6075 -6.2064
22 H 0.7113 1.8915 -4.3942
23 H -1.0160 1.8134 -4.2018
24 H 0.8163 -0.0735 -2.6509
25 H 0.4576 1.5442 -2.1385
26 H -1.4815 0.9645 -1.2270
27 H -2.1153 0.2464 -2.7248
28 H 0.0058 -1.7951 -1.4104
29 H -1.9544 -3.4801 -1.6329
30 H -3.2619 -2.2980 -1.7245
31 H -1.8117 -1.5762 -3.9495
32 H -1.4248 -3.2867 -3.9079
33 H -4.0448 -3.6174 -3.7078
34 H -3.4112 -3.0483 -5.2600
35 H -4.2409 -0.7697 -5.2316
36 C -2.1236 0.2897 1.8557
37 O -2.9396 -0.8875 2.0064
38 H -2.1651 0.8554 2.7837
39 H -1.0800 0.0230 1.6570
40 H -2.5050 0.9184 1.0469
41 H -2.8754 -1.3464 1.1629
42 C 0.5089 2.7095 2.1102
43 O 1.0401 1.9466 1.0253
44 H -0.4617 3.0890 1.7983
45 H 0.3715 2.0735 2.9881
46 H 1.1549 3.5513 2.3680
47 H 1.8860 1.5918 1.3235
48 C -1.7278 1.5238 5.9736
49 O -1.9040 2.3281 4.8057
50 H -0.7446 1.0688 5.9066
51 H -1.7790 2.1275 6.8824
52 H -2.4715 0.7273 6.0276
53 H -2.7756 2.7316 4.8478
54 C -4.4164 3.9232 1.1569
55 O -4.1246 2.6866 0.5097
56 H -3.7110 4.6569 0.7752
57 H -5.4301 4.2626 0.9355
58 H -4.2901 3.8466 2.2394
59 H -4.7461 2.0300 0.8392
60 C 1.9851 -1.0764 2.9982
61 O 2.9049 -0.1277 2.4675
62 H 1.4797 -1.5361 2.1507
63 H 2.4976 -1.8568 3.5643
64 H 1.2365 -0.6017 3.6373
65 H 3.3625 0.2860 3.2068
66 C 5.2824 -1.1571 -7.4523
67 O 4.8827 -0.1357 -8.3538
68 H 6.3460 -1.3229 -7.6035
69 H 5.1222 -0.8534 -6.4122
70 H 4.7498 -2.0929 -7.6391
71 H 3.9407 0.0167 -8.2387
72 C 0.4979 -1.7887 7.4901
73 O -0.7955 -1.2388 7.2560
74 H 1.2016 -0.9603 7.5191
75 H 0.5382 -2.3219 8.4432
76 H 0.7956 -2.4685 6.6869
77 H -1.4243 -1.9647 7.2116
78 C 2.5637 1.4677 8.3285
79 O 3.0952 0.7530 7.2159
80 H 1.5556 1.7729 8.0574
81 H 2.5109 0.8408 9.2220
82 H 3.1518 2.3607 8.5507
83 H 3.9891 0.4764 7.4375

Forces on atoms 1 to 2 (eV/Å):
0.122 0.118 -0.153
0.154 -0.087 -0.316



Entry 4:
Computed, not measured: a structure of composition C18H54Cu2O22S, with wB97M-V/def2-TZVPD.

## Properties
- ΔE to the lowest compared entry with this formula, charge and spin (kJ/mol) = 10.98
- multiplicity = 3
- HOMO energy (spin up / spin down) (eV) = -13.4 / -13.4
- <S²> = 2.004
- HOMO-LUMO gap (spin up / spin down) (hartree) = 0.3010 / 0.2001
- total charge = +2

Atoms and positions in Å:
1 Cu -4.1605 11.6102 6.8468
2 Cu -5.6444 8.3160 11.1859
3 S -3.9506 10.7299 9.4975
4 O -4.7546 11.7623 8.8235
5 O -2.9586 11.2707 10.3900
6 O -4.8979 9.8421 10.1756
7 O -3.2797 10.1301 8.3110
8 C -3.4258 14.8536 10.4355
9 C -3.1739 16.0476 11.3143
10 O -2.8885 15.7152 12.6429
11 O -2.2701 13.9841 10.3477
12 H -3.8726 15.0339 9.4492
13 H -4.1656 14.1975 10.9328
14 H -4.0722 16.6618 11.2543
15 H -2.3742 16.5843 10.7875
16 H -1.9917 15.3678 12.6891
17 H -2.6717 13.1102 10.3123
18 C -5.8204 8.3020 14.5038
19 C -6.4131 9.6296 14.1310
20 O -5.8087 9.9613 12.8344
21 O -5.9843 7.3370 13.4585
22 H -6.2752 7.8860 15.4051
23 H -4.7590 8.4482 14.6992
24 H -6.0668 10.4315 14.7844
25 H -7.4720 9.7890 13.9234
26 H -5.8820 10.8925 12.6016
27 H -6.7973 6.8633 13.6679
28 C -4.7018 14.3116 5.5783
29 C -5.1432 13.4560 4.4509
30 O -4.3974 12.2288 4.5135
31 O -5.0772 13.6344 6.7949
32 H -5.1492 15.2991 5.4523
33 H -3.6290 14.4402 5.7237
34 H -4.9552 13.9629 3.4991
35 H -6.1823 13.1394 4.5910
36 H -4.8231 11.5260 4.0144
37 H -5.7920 14.1458 7.2421
38 C -7.9696 7.3863 9.4276
39 C -8.6728 8.2121 10.5050
40 O -7.9764 8.1150 11.7476
41 O -6.6684 7.9525 9.2139
42 H -8.4850 7.2474 8.4789
43 H -7.9084 6.3704 9.8345
44 H -9.7032 7.8725 10.6392
45 H -8.7988 9.2416 10.1546
46 H -8.6025 8.3059 12.4523
47 H -6.6753 8.2431 8.2986
48 C -1.6637 11.0978 13.6215
49 C -0.3016 10.7409 13.0233
50 O -0.0872 11.3586 11.7644
51 O -2.6842 10.4196 12.9368
52 H -1.7574 12.1821 13.7286
53 H -1.6109 10.7352 14.6555
54 H -0.3003 9.6447 12.9466
55 H 0.5614 11.0128 13.6300
56 H -0.6428 10.9532 11.0915
57 H -2.9157 10.8620 12.0880
58 C 0.3713 6.7191 8.8355
59 C -0.8493 7.5329 9.1590
60 O -1.0320 8.6874 8.3814
61 O 0.3832 6.3812 7.4478
62 H 0.1948 5.7662 9.3520
63 H 1.2972 7.1423 9.2306
64 H -0.8214 7.8592 10.2095
65 H -1.7262 6.8769 9.0927
66 H -1.9000 9.1243 8.4898
67 H 0.7542 5.4968 7.3900
68 C -4.0063 5.9095 11.1523
69 C -3.2145 6.7277 12.2238
70 O -3.6414 8.0844 12.1158
71 O -5.4421 6.0664 11.1016
72 H -3.8666 4.8292 11.2536
73 H -3.5688 6.0356 10.1623
74 H -2.1433 6.7109 12.0330
75 H -3.4361 6.2628 13.1860
76 H -2.9940 8.7272 12.4687
77 H -5.8997 5.6125 11.8152
78 C -1.3631 11.1623 5.6116
79 C -1.4903 12.6277 6.0165
80 O -2.1882 12.6055 7.2900
81 O -2.6597 10.6075 5.6960
82 H -0.6595 10.8662 6.4033
83 H -0.8207 11.0627 4.6716
84 H -1.9659 13.0829 5.1357
85 H -0.6199 13.2611 6.1744
86 H -1.4936 12.5698 7.9607
87 H -2.5388 9.6552 5.5736
88 C -7.9049 13.0530 9.0582
89 C -8.1397 14.5053 8.7334
90 O -7.0081 15.1652 8.1145
91 O -7.0426 12.8207 10.1481
92 H -7.4866 12.5939 8.1511
93 H -8.8465 12.5279 9.2361
94 H -8.5093 15.1550 9.5318
95 H -8.9455 14.5925 7.9900
96 H -7.1780 16.1024 8.2408
97 H -6.2699 12.3352 9.8451

Forces on atoms 1 to 2 (eV/Å):
0.706 0.643 1.921
1.089 0.400 0.348



DFT total energy, record by record: -123074.00284, -43342.96128, -61660.30727, -164682.28104 eV